Entry 1:
{"formula": "C19H66O14", "method": "ωB97M-V/def2-TZVPD", "symbols": ["C", "C", "O", "H", "H", "H", "H", "H", "H", "C", "C", "O", "H", "H", "H", "H", "H", "H", "C", "C", "O", "H", "H", "H", "H", "H", "H", "C", "C", "O", "H", "H", "H", "H", "H", "H", "C", "C", "O", "H", "H", "H", "H", "H", "H", "C", "O", "H", "H", "H", "H", "C", "O", "H", "H", "H", "H", "C", "O", "H", "H", "H", "H", "C", "O", "H", "H", "H", "H", "C", "O", "H", "H", "H", "H", "C", "O", "H", "H", "H", "H", "C", "O", "H", "H", "H", "H", "C", "O", "H", "H", "H", "H", "C", "O", "H", "H", "H", "H"], "coordinates": [[0.3836, 3.4009, 1.4837], [-1.0596, 3.0432, 1.6482], [-1.1636, 1.8484, 2.4112], [0.9535, 3.4361, 2.4120], [0.4689, 4.4218, 1.0383], [0.8808, 2.6797, 0.9370], [-1.4544, 2.8657, 0.6443], [-1.5472, 3.9447, 2.0937], [-2.0910, 1.7990, 2.5832], [-0.2486, 1.0255, -4.0712], [0.8013, -0.0164, -3.7936], [1.2430, -0.6631, -4.9325], [-0.5206, 1.5937, -3.1624], [-1.1379, 0.4997, -4.5100], [0.1647, 1.6956, -4.7621], [0.5169, -0.7695, -3.0455], [1.6104, 0.6101, -3.3803], [2.1553, -0.3891, -5.0890], [-4.4173, 1.8558, 1.1287], [-3.8930, 0.5522, 1.7962], [-3.6976, 0.6831, 3.2164], [-4.7298, 1.6873, 0.1231], [-3.6539, 2.5294, 1.0800], [-5.2655, 2.2340, 1.7139], [-3.0160, 0.1813, 1.3094], [-4.5268, -0.3248, 1.5702], [-3.6645, -0.2035, 3.6532], [-0.8216, 0.1269, -0.6518], [0.0703, -0.4424, 0.3953], [1.1899, -1.0520, -0.2157], [-0.1768, 0.7309, -1.2291], [-1.6346, 0.7442, -0.2182], [-1.1830, -0.6807, -1.2960], [-0.4962, -1.1039, 1.0958], [0.4463, 0.4373, 0.9550], [1.8428, -1.4133, 0.4622], [4.0440, 2.5687, 1.7245], [3.2975, 1.2716, 1.8437], [2.5266, 1.3718, 3.0532], [3.3782, 3.4139, 1.4252], [4.7528, 2.5144, 0.8875], [4.6310, 2.7641, 2.6055], [3.9633, 0.3864, 1.9134], [2.6771, 1.1984, 0.8685], [2.0825, 0.5202, 3.2478], [-4.3143, 0.4121, -2.9066], [-3.5839, 1.0327, -3.9079], [-4.8937, 1.2051, -2.3285], [-3.6360, -0.0677, -2.2112], [-4.9880, -0.3443, -3.3214], [-4.0224, 1.7710, -4.2046], [-0.4149, -0.7735, 4.1494], [0.8548, -0.8903, 3.5979], [-0.7537, -1.7257, 4.5333], [-1.1001, -0.4577, 3.3458], [-0.3949, -0.1565, 5.0648], [0.8179, -1.6565, 3.0901], [-2.2012, 3.5818, -1.9483], [-3.3736, 4.2936, -1.9649], [-1.6155, 3.4138, -2.8631], [-2.3930, 2.6556, -1.5003], [-1.5676, 4.2158, -1.3353], [-3.6316, 4.3962, -1.0545], [-2.9083, -2.8178, -0.1671], [-4.2737, -2.5841, 0.2288], [-2.6602, -2.5602, -1.1978], [-2.6650, -3.8544, -0.0381], [-2.1831, -2.3011, 0.3232], [-4.7676, -2.9162, -0.5082], [0.0969, -4.9518, 1.5194], [-0.0873, -3.5687, 1.7111], [0.6234, -5.5011, 2.3063], [0.7897, -5.1230, 0.6641], [-0.8620, -5.3727, 1.2505], [-0.9008, -3.3821, 2.2134], [2.4342, 2.2725, -1.5505], [1.3315, 3.2123, -1.7067], [3.1273, 2.5779, -0.7903], [3.0050, 2.0944, -2.4632], [1.9960, 1.3625, -1.2014], [1.5444, 4.0251, -1.2248], [6.0233, -0.3242, 0.0251], [4.8419, -0.9076, -0.5289], [6.5175, -1.1449, 0.4785], [5.8117, 0.4442, 0.7400], [6.6125, 0.0907, -0.7071], [4.3639, -1.4348, 0.1296], [0.0763, -4.1963, -1.7423], [0.1415, -2.8272, -2.1463], [-0.7121, -4.2636, -0.9576], [0.9758, -4.5986, -1.3536], [-0.2004, -4.7952, -2.5456], [0.4222, -2.3051, -1.4063], [3.0148, -3.3396, 0.6619], [3.2989, -2.0913, 1.3530], [3.9091, -3.8191, 0.3485], [2.4624, -3.1771, -0.2547], [2.4329, -4.0398, 1.2606], [3.8981, -2.3652, 2.0790]], "forces_ev_per_angstrom": [[0.0125, 2.1287, 1.0846], [0.5755, 0.6262, -0.0615], [0.4753, 0.9120, -0.2826], [-0.4195, 0.0460, 0.3728], [0.0014, -0.8259, -0.0324], [1.0276, -1.3412, -1.6218], [-0.2928, 0.1671, 0.0012], [-0.2024, -0.8890, 0.0121], [-0.9762, -0.6848, 0.7978], [-1.8272, -1.7159, 0.5097], [0.5485, 1.2848, 1.9918], [0.7471, -0.5348, -1.4307], [0.0355, -0.4703, -0.4609], [0.5143, 0.8844, 0.3961], [0.3794, 1.1227, -1.1826], [-0.0715, 0.3672, -0.2646], [0.1474, -0.7321, 0.2118], [-0.3589, -0.2385, -0.1077], [-1.4273, -2.5338, 1.8245], [-1.3713, -1.1201, -0.5502], [-0.0923, -0.4196, 0.0690], [-0.3249, -0.4599, -0.7176], [1.9879, 2.1957, 0.1044], [0.2668, 0.0631, -0.1985], [1.2539, 0.3937, -0.1983], [-0.5676, 0.6357, 0.3509], [-0.0530, 1.1431, -0.8440], [-0.6989, -0.7028, 0.0562], [0.1881, 1.0605, 1.7903], [0.8947, -1.3085, 0.6066], [0.3674, 0.9898, -0.9284], [0.4540, -0.5208, -0.2839], [-0.3536, 0.2908, -0.0502], [0.6058, 0.1947, -0.3944], [-0.2874, -0.6157, 0.3271], [-1.4926, 1.1844, -0.9746], [0.3351, 0.4294, -1.2945], [-1.0682, -0.0912, -0.4348], [-0.0050, -0.5710, -0.5778], [0.3177, -0.5636, 0.7687], [0.0171, -0.1467, 0.0848], [-0.0266, 0.3683, 0.4627], [-0.2393, 0.5364, -0.2250], [0.5715, -0.4253, 1.7042], [0.0785, 0.5077, -0.2791], [-1.1886, 0.9363, 1.0343], [2.2349, -2.2256, 0.2573], [0.3962, -1.1546, -0.4847], [0.2116, -0.1338, 0.1283], [-0.1645, 0.0546, 0.1722], [-1.5388, 2.5734, -1.0420], [-1.0742, 0.2087, 0.4750], [1.1617, 1.5698, 1.2498], [-0.1836, -0.6845, 0.0364], [-0.1226, 0.4389, 0.7422], [-0.0473, 0.3440, -0.8969], [0.3979, -2.0849, -1.6810], [2.1889, 0.9196, 0.5559], [-2.2008, 0.8901, -1.7313], [-1.0780, 0.3986, -0.2752], [0.2563, -1.7520, 0.7133], [1.0273, -0.5913, 0.3771], [-0.2535, 0.1491, 0.3081], [-1.6466, -1.3935, -1.7199], [1.4669, 0.5186, 0.1726], [-0.6051, -0.0481, -0.3507], [0.0557, -0.8054, 0.0493], [1.4084, 1.9260, 2.2621], [-0.7335, -0.1848, -0.4239], [0.6254, -0.5898, -0.9992], [0.1708, 0.7902, 0.5678], [-0.5700, 0.3003, 0.6079], [-0.7621, 0.4654, 0.3435], [-0.0928, -0.6606, 0.1220], [0.4849, -0.4441, -0.3196], [-0.7333, 0.7428, -0.0280], [0.8729, -0.1057, -0.0283], [0.3387, 0.4303, 0.3482], [-0.2960, 0.1969, -0.1605], [-0.1503, -0.8360, -0.0323], [-0.0326, -0.3928, -0.2501], [-2.2460, -1.6243, 1.0412], [0.0329, 0.6295, -0.8392], [1.2244, -0.4489, 0.7853], [-0.2176, 0.4644, 0.6309], [1.2079, 0.7636, -2.0047], [0.3159, 0.5947, 0.0565], [-1.5027, 2.0684, 1.5222], [-0.1791, -1.4829, -1.0070], [0.5139, -0.3724, -0.4121], [1.2284, -0.1567, 0.4305], [-0.5886, -0.8320, -1.6370], [0.5868, 0.6762, 0.9150], [-0.4827, -0.2032, 0.1005], [0.2328, -1.5750, 0.3667], [1.0650, -0.3808, -0.0931], [-0.1873, 0.5682, -0.0088], [0.1257, 0.3164, 0.2713], [-0.6007, 0.6082, -0.3487]], "e_homo_ev": -9.35, "lumo_energy_ha": 0.00373, "multiplicity": 1, "e_above_lowest_kj_mol": 296.76}

=====

Entry 2:
{"formula": "C19H66O19", "method": "ωB97M-V/def2-TZVPD", "symbols": ["C", "C", "O", "O", "H", "H", "H", "H", "H", "H", "C", "C", "O", "O", "H", "H", "H", "H", "H", "H", "C", "C", "O", "O", "H", "H", "H", "H", "H", "H", "C", "C", "O", "O", "H", "H", "H", "H", "H", "H", "C", "C", "O", "O", "H", "H", "H", "H", "H", "H", "C", "O", "H", "H", "H", "H", "C", "O", "H", "H", "H", "H", "C", "O", "H", "H", "H", "H", "C", "O", "H", "H", "H", "H", "C", "O", "H", "H", "H", "H", "C", "O", "H", "H", "H", "H", "C", "O", "H", "H", "H", "H", "C", "O", "H", "H", "H", "H", "C", "O", "H", "H", "H", "H"], "coordinates": [[15.8602, 10.0969, 12.9290], [14.6580, 10.7250, 13.6060], [14.7486, 12.1150, 13.8148], [16.1638, 10.7769, 11.7037], [15.6247, 9.0583, 12.6878], [16.7040, 9.9928, 13.6431], [14.4914, 10.2375, 14.5248], [13.7259, 10.4886, 13.0446], [14.7240, 12.3569, 14.7787], [17.0028, 10.4564, 11.3744], [13.0242, 14.5355, 11.7661], [14.2981, 14.2957, 10.8755], [14.5616, 12.9585, 10.6918], [13.2030, 14.3053, 13.2197], [12.2036, 13.9310, 11.3237], [12.6749, 15.6034, 11.7105], [15.1314, 14.9125, 11.2608], [14.0051, 14.7406, 9.9271], [15.2591, 12.5754, 11.3151], [13.6352, 13.4133, 13.2748], [7.4362, 8.5682, 9.6357], [7.7718, 8.4960, 11.0779], [8.9864, 7.7214, 11.2738], [8.3997, 9.1935, 8.7942], [6.4628, 9.0306, 9.4826], [7.4401, 7.5091, 9.2779], [6.9415, 8.0719, 11.6715], [7.9942, 9.4609, 11.5154], [9.3557, 7.5494, 10.4195], [8.6373, 10.0953, 8.9828], [9.7723, 11.3898, 6.1893], [9.0653, 12.2006, 7.1944], [9.4665, 11.8095, 8.4908], [11.1240, 11.5482, 6.1822], [9.3916, 11.6464, 5.1836], [9.5608, 10.3402, 6.5005], [7.9938, 12.0460, 6.9913], [9.2962, 13.2461, 7.0537], [9.9397, 12.5954, 8.9148], [11.5464, 11.0676, 6.9283], [8.2028, 15.9534, 12.8837], [8.5486, 17.3095, 13.5671], [9.7572, 17.2045, 14.2634], [9.3323, 15.5902, 12.0988], [7.4339, 16.1685, 12.1433], [7.9423, 15.1570, 13.6088], [7.7209, 17.6470, 14.2287], [8.6187, 18.0782, 12.8409], [10.4597, 17.2670, 13.6027], [9.8825, 14.9425, 12.5614], [7.7666, 10.4403, 15.2887], [7.7975, 11.8803, 15.3358], [8.0227, 10.0923, 14.2744], [8.6119, 10.0977, 15.8828], [6.8257, 10.0364, 15.5877], [7.4981, 12.3614, 14.5730], [10.5947, 13.8733, 15.2253], [10.6212, 13.6961, 13.8135], [10.8911, 14.9156, 15.4520], [9.5916, 13.6489, 15.6277], [11.3165, 13.2389, 15.7357], [11.5404, 13.9148, 13.6020], [12.5081, 7.4084, 12.4071], [11.3003, 7.2613, 13.1743], [12.4881, 6.7346, 11.5266], [12.6593, 8.4577, 12.0773], [13.3470, 7.0104, 13.0052], [10.5260, 7.2779, 12.5960], [11.5058, 9.9355, 15.5134], [12.3110, 8.7712, 15.5277], [10.5066, 9.7837, 15.9096], [11.9949, 10.6401, 16.1534], [11.3630, 10.3693, 14.5024], [11.8799, 8.1475, 14.8955], [10.6062, 10.8460, 11.5326], [9.6125, 11.7948, 11.8811], [10.5685, 10.0556, 12.3026], [10.4794, 10.4133, 10.5566], [11.6796, 11.1513, 11.6579], [9.7006, 11.9684, 12.8231], [10.8832, 15.0384, 8.7695], [10.2612, 14.1635, 9.7413], [11.3566, 15.8471, 9.2675], [11.6172, 14.4136, 8.3082], [10.0981, 15.3392, 8.0154], [9.8667, 14.6980, 10.4973], [5.8234, 12.2734, 10.9408], [6.9873, 13.0056, 11.3603], [5.0942, 13.0999, 10.7422], [5.9875, 11.8086, 9.9431], [5.5056, 11.5753, 11.7068], [7.8184, 12.4949, 11.2840], [13.1334, 10.8399, 8.9522], [12.7643, 10.0424, 7.8712], [12.8201, 10.3714, 9.8734], [14.2002, 11.0166, 8.9825], [12.6772, 11.8448, 8.8336], [12.0774, 9.4232, 8.1345], [11.2116, 7.3723, 7.5853], [10.9620, 8.2213, 8.7188], [10.3440, 6.8784, 7.2487], [11.7792, 7.8974, 6.8424], [11.8132, 6.5595, 8.0111], [10.0674, 8.6067, 8.5943]], "forces_ev_per_angstrom": [[0.2561, -0.2977, 0.0318], [-0.8522, -0.5265, -1.0081], [0.2561, 1.0563, 1.1435], [-0.1731, 0.1670, 0.8007], [-0.3936, -0.1053, 0.0607], [-0.0848, 0.7071, -0.4835], [0.0044, -0.8205, 1.2564], [0.5979, 0.4234, -0.1023], [0.1484, -0.6456, -1.4327], [0.1961, -0.0446, -0.1287], [0.1585, 0.7832, 0.2548], [-1.3119, 1.6896, 1.4145], [1.5641, -1.6739, 0.9360], [0.1663, -0.9165, -1.7805], [0.3779, -0.0156, 0.5330], [0.5491, -0.8467, -0.1050], [-0.0975, -0.4758, -0.0232], [0.1129, -0.0737, -0.3902], [-1.3306, 0.8270, -1.1125], [-0.1974, 0.7125, 0.1148], [-0.0304, -0.6534, -0.9863], [1.1330, -0.1605, 1.1177], [-1.0452, 0.0807, 0.8911], [0.1408, -1.2852, -0.2766], [-0.1921, -0.0936, 0.0046], [-0.4552, 0.7514, 0.0531], [0.3638, -0.1412, -0.4141], [-0.1407, 0.5899, -0.0442], [0.5823, -0.1072, -0.8574], [-0.0853, 1.3388, 0.4997], [-0.6890, -1.4412, -0.3356], [-0.5510, 0.5599, 0.0510], [0.5344, 0.7933, 0.9186], [2.0477, 0.4986, 0.1596], [-0.0075, -0.4375, 0.3124], [-0.3925, 0.1730, -0.7647], [-0.0074, 0.1087, 0.5776], [-0.0458, 0.5056, -0.1029], [-1.0441, -1.1604, -0.1529], [-0.0452, 0.1970, -0.5312], [0.5387, 1.0786, -0.0306], [-1.1760, -1.2883, 0.5099], [0.5071, 0.2339, 0.4816], [0.4015, -0.2063, -0.5368], [-0.5168, -0.4281, 0.3157], [-0.0043, 0.4809, -0.4477], [0.6149, -0.4673, 0.0225], [0.0984, 0.6972, -1.1239], [-0.1402, -0.1531, 0.2165], [-0.1634, -0.1412, 0.6099], [1.2507, 1.1906, -1.5634], [0.4335, -0.4895, 1.2720], [-0.3420, 0.0058, 0.1018], [-0.4766, 0.0055, 0.4179], [-0.6262, -0.2687, 0.3993], [-0.4075, -0.4093, -0.7960], [-0.3020, 0.8919, 0.5473], [-0.4505, -0.3756, 0.3383], [-0.4273, -0.3686, 0.0949], [0.4752, 0.1545, -0.3359], [0.0843, -0.3677, -0.0571], [0.5755, -0.0070, -0.4953], [-0.3139, -0.6999, -0.3696], [0.6877, 0.0942, 0.1044], [-0.1366, 0.5397, 0.1817], [0.0851, -0.5715, 0.2347], [-0.3824, 0.6267, 0.0137], [-0.0094, 0.2156, -0.1336], [-0.0760, -0.0643, -0.5256], [-0.7214, -0.4955, -0.8803], [-0.0857, -0.2897, 0.1979], [0.2631, 0.6462, 0.2722], [0.3126, -0.1355, 0.3063], [0.4468, 0.3373, 0.4799], [1.1360, -0.7488, 2.0557], [0.0327, -0.0214, -0.7558], [-0.2336, -0.3795, -0.5417], [-0.3409, 0.1506, -0.3996], [-0.8638, 0.7011, -0.4825], [0.1684, 0.4238, 0.1233], [-2.0319, -1.1754, 0.0018], [-0.1563, 1.0223, 0.7730], [0.3210, 1.0096, 0.1933], [0.5813, -0.1521, -0.6412], [1.0227, 0.0953, 0.7006], [0.2440, -0.7709, -1.1995], [0.7467, 1.7371, -1.0721], [0.1510, -0.4139, 0.0786], [0.1287, -1.0367, 0.4640], [-0.0635, -0.1447, 0.6873], [-0.3038, -0.2036, -0.0406], [-0.4918, 0.0468, -0.0321], [-0.2545, 1.0917, 0.1143], [0.3063, -0.1638, -1.3060], [-0.0304, 0.1095, 0.4683], [0.2872, -0.2231, -0.0799], [0.0423, -0.3740, 0.4318], [-0.2018, -0.2151, 0.5976], [1.3118, -0.6237, 2.0140], [-0.7611, 0.0490, -0.4027], [-1.2745, -0.0996, -0.7723], [0.0531, 0.1347, -0.6837], [0.2687, 0.1461, -0.4157], [0.1718, 0.0161, 0.2000]], "e_homo_ev": -9.30, "lumo_energy_ha": 0.01302, "multiplicity": 1, "e_above_lowest_kj_mol": 0.00}